# 1
{"formula": "C51H50AsBaGeN3O6S2", "method": "ωB97M-V/def2-TZVPD", "homo_lumo_gap_ev": 6.43, "homo_ev": -6.8, "energy_ev": -210167.7744, "e_lumo_ev": -0.36, "species": ["H", "H", "H", "C", "C", "H", "H", "C", "H", "C", "C", "C", "C", "C", "H", "H", "O", "H", "H", "C", "C", "H", "H", "O", "C", "S", "C", "C", "H", "C", "H", "C", "C", "C", "C", "C", "H", "H", "C", "Ge", "C", "O", "H", "H", "H", "C", "H", "H", "H", "H", "C", "H", "C", "N", "H", "H", "H", "C", "H", "H", "C", "C", "O", "C", "C", "H", "H", "C", "H", "Ba", "S", "C", "H", "H", "H", "C", "C", "C", "H", "H", "H", "C", "H", "C", "C", "As", "N", "H", "H", "H", "C", "C", "H", "C", "H", "H", "O", "C", "H", "C", "O", "H", "C", "C", "C", "C", "H", "C", "C", "C", "C", "C", "H", "N", "H"], "positions_angstrom": [[5.897, -2.305, -2.112], [5.128, 4.504, 2.512], [2.818, -2.354, -5.091], [-1.340, 3.127, 4.208], [-0.732, -0.037, 3.496], [5.212, -2.380, -4.478], [-1.501, 0.008, 2.722], [-0.847, -0.123, -5.729], [-0.743, 3.379, -1.154], [2.983, -2.146, 0.890], [-4.109, 5.211, -1.570], [-4.080, 3.898, -1.132], [-1.116, -1.021, -7.965], [4.652, 3.979, 1.694], [6.441, -1.679, 2.520], [-1.994, 0.061, 5.264], [1.639, 1.989, -2.286], [-5.556, 1.657, 2.676], [-1.599, -2.082, -6.157], [4.130, -2.148, 0.088], [-0.260, 1.202, -7.675], [-3.095, -3.501, 5.611], [-2.839, -1.779, 3.846], [3.950, 1.267, -2.532], [-0.364, 1.064, -6.299], [2.856, 1.504, -1.653], [-1.710, 5.217, -1.733], [-0.934, -0.269, -4.300], [-1.702, -2.857, 6.486], [1.128, -4.161, -0.221], [-0.746, 4.044, 4.250], [0.290, -4.660, -1.220], [-3.579, 2.196, 3.401], [3.879, -2.264, -1.372], [-4.905, -1.952, 0.862], [-4.819, 2.454, 2.552], [-0.786, 5.727, -1.976], [-3.150, 1.227, 3.124], [1.685, -6.416, 0.409], [-0.068, 1.744, 3.807], [-2.923, 5.872, -1.875], [2.574, 0.390, -0.723], [-2.174, 3.308, 2.204], [-4.564, 2.513, 1.493], [2.182, -1.975, 2.879], [-3.701, -2.635, 0.919], [-5.825, -0.078, 0.277], [-1.414, -1.838, -8.613], [2.221, -7.100, 1.056], [2.447, -4.669, 1.395], [4.324, -1.815, 2.855], [-1.315, -2.645, 4.033], [4.536, 3.450, -0.657], [-2.557, -0.715, 0.066], [-5.058, 5.721, -1.679], [1.031, 1.752, 4.887], [-0.068, 1.868, -5.636], [0.183, -6.028, -1.426], [-1.593, -2.469, 0.532], [-3.868, 2.129, 4.456], [2.945, 2.519, 0.896], [3.112, -2.345, -4.050], [0.864, 2.492, 2.356], [-2.523, 3.289, 3.242], [-0.636, 0.160, -8.516], [-5.293, 3.398, 2.836], [-0.476, -0.789, 5.505], [4.844, -2.311, -2.367], [-3.647, -3.658, 1.268], [0.416, 0.455, -1.014], [1.326, 1.788, 1.087], [-2.555, -1.974, 0.506], [-1.704, 2.949, 5.227], [-0.445, -6.407, -2.223], [0.116, 2.128, -8.096], [-0.988, -0.389, -3.070], [0.890, -6.908, -0.616], [5.129, 4.126, 0.403], [-5.826, -2.426, 1.180], [-4.992, 3.369, -0.891], [4.405, -1.683, 3.927], [4.457, -2.355, -3.702], [3.148, 3.085, 2.957], [-2.005, -1.957, 4.533], [5.374, -1.985, 0.687], [1.358, -2.216, -0.172], [-3.784, 1.242, -0.565], [-0.556, 0.269, -9.591], [5.983, 4.767, 0.220], [1.088, -2.264, -3.328], [3.437, 2.659, -0.420], [2.531, -2.276, -1.732], [4.934, 3.506, -1.662], [-3.712, -0.091, -0.008], [-3.182, -1.902, 6.355], [-2.996, 4.257, 3.435], [0.536, 2.371, 0.023], [-1.222, -1.162, -6.588], [0.820, -7.976, -0.784], [-1.679, 3.909, -1.272], [1.125, 0.388, 1.353], [-2.948, 6.898, -2.222], [2.136, -2.308, -3.059], [-2.861, 3.248, -0.987], [3.545, 3.177, 1.956], [-1.290, -0.634, 4.787], [-0.272, -3.974, -1.844], [3.078, -1.981, 2.263], [-4.914, -0.657, 0.368], [5.469, -1.816, 2.062], [-2.526, -2.593, 5.818], [1.810, -5.043, 0.605], [0.077, -0.649, 3.092], [-2.747, 1.896, -0.457], [6.273, -1.976, 0.082]], "forces_ev_per_angstrom": [[0.0, 0.0, 0.0], [0.0, 0.0, 0.0], [0.0, 0.0, 0.0], [-0.3, 0.4, -0.1], [0.1, -0.2, -0.3], [0.0, 0.0, 0.0], [0.0, -0.1, 0.0], [0.1, 0.1, 0.1], [-0.2, 0.3, -0.1], [0.0, 0.1, 0.0], [0.0, 0.0, 0.0], [-0.2, 0.0, 0.0], [0.0, 0.0, 0.0], [0.0, 0.0, 0.0], [0.0, 0.0, 0.0], [0.0, 0.0, 0.0], [1.4, 1.1, -0.9], [0.0, 0.0, 0.0], [0.0, 0.0, 0.0], [0.0, 0.0, -0.3], [0.0, -0.1, 0.0], [0.0, 0.0, 0.0], [0.1, 0.0, 0.0], [0.3, 0.0, -0.2], [0.0, -0.1, 0.0], [3.0, 1.2, -0.9], [0.0, 0.0, 0.0], [0.0, 0.0, 0.5], [-0.1, 0.0, 0.0], [-0.3, 0.0, 0.0], [0.0, 0.0, 0.0], [0.0, -0.1, 0.2], [0.0, 0.0, -0.1], [0.1, 0.0, 0.3], [-0.1, 0.1, 0.0], [0.0, 0.0, 0.0], [0.0, 0.0, 0.0], [-0.1, 0.0, 0.1], [0.0, 0.0, 0.0], [0.3, -0.1, 0.5], [0.0, 0.0, 0.0], [3.8, 0.1, -0.1], [0.0, 0.1, 0.0], [0.0, 0.0, 0.0], [0.0, 0.0, 0.0], [0.0, -0.1, 0.0], [0.0, -0.1, 0.0], [0.0, 0.0, 0.0], [0.0, 0.0, 0.0], [0.1, 0.0, 0.0], [0.1, 0.0, -0.1], [-0.1, 0.0, -0.1], [-0.1, 0.0, 0.0], [0.7, -0.2, 0.2], [0.0, 0.0, 0.0], [0.1, 0.0, -0.1], [0.0, 0.0, 0.0], [0.0, 0.0, 0.0], [0.0, 0.0, 0.0], [0.0, 0.0, 0.0], [0.0, 0.1, -0.7], [0.1, 0.0, 0.1], [0.1, 0.3, 0.6], [0.0, -0.1, 0.1], [0.0, 0.0, 0.1], [0.0, 0.0, 0.0], [0.0, 0.0, 0.0], [0.1, 0.0, -0.1], [0.0, 0.1, 0.0], [-10.6, -6.5, -5.4], [0.3, 3.0, 4.1], [0.0, 0.2, 0.0], [0.0, 0.0, 0.0], [0.0, 0.0, 0.0], [0.0, 0.0, 0.0], [-0.5, -0.5, -1.4], [0.0, 0.0, 0.0], [0.1, 0.1, 0.1], [0.0, 0.0, 0.0], [0.0, 0.0, 0.0], [0.0, 0.0, 0.0], [0.0, 0.0, 0.1], [0.0, 0.0, 0.0], [-0.1, 0.0, 0.2], [0.0, 0.0, 0.1], [0.9, -2.2, 0.4], [-0.1, -0.3, 0.4], [0.0, 0.0, 0.0], [0.0, 0.0, 0.0], [-0.1, 0.0, 0.0], [-0.1, -0.3, 0.7], [-0.2, 0.1, -0.1], [0.0, 0.0, 0.0], [0.0, 0.4, -0.3], [0.0, -0.1, 0.0], [0.0, 0.0, -0.1], [0.8, 3.3, 2.5], [0.0, 0.0, 0.0], [0.0, 0.0, 0.0], [0.3, -0.2, -0.1], [0.9, 0.0, 0.8], [0.0, 0.0, 0.0], [0.1, 0.1, 0.1], [0.0, -0.4, 0.3], [-0.1, -0.1, -0.2], [0.0, 0.0, 0.0], [0.0, 0.0, -0.1], [0.0, 0.0, 0.0], [-0.4, -0.1, 0.1], [-0.1, 0.0, 0.0], [0.0, 0.0, 0.0], [-0.1, -0.1, 0.0], [-0.1, 0.0, 0.1], [0.1, 0.6, -0.5], [0.0, 0.0, 0.0]]}


# 2
{"formula": "C51H51AsClN7O3S3SeTi", "method": "ωB97M-V/def2-TZVPD", "homo_lumo_gap_ev": [3.23, 5.07], "spin_multiplicity": 3, "homo_ev": [0.1, -1.7], "energy_ev": -264588.7106, "s_squared": 2.0203, "e_lumo_ev": [3.35, 3.35], "total_charge": -2, "species": ["H", "C", "H", "C", "H", "H", "H", "C", "C", "C", "H", "H", "C", "C", "C", "C", "H", "H", "C", "H", "C", "H", "O", "N", "H", "C", "C", "H", "H", "H", "H", "H", "O", "C", "H", "C", "C", "C", "H", "H", "H", "H", "C", "H", "C", "N", "C", "H", "C", "H", "C", "H", "H", "H", "C", "C", "C", "C", "C", "C", "H", "C", "N", "C", "C", "N", "C", "H", "H", "H", "C", "H", "S", "C", "H", "H", "C", "H", "C", "N", "C", "H", "H", "S", "C", "H", "H", "C", "O", "H", "Se", "C", "C", "H", "C", "C", "S", "C", "Cl", "H", "H", "C", "N", "H", "N", "H", "H", "C", "C", "H", "C", "C", "C", "As", "H", "H", "Ti", "H", "C"], "positions_angstrom": [[-2.548, 4.666, 2.678], [-2.826, 3.576, -2.225], [0.820, 2.186, -3.924], [3.949, 4.644, -0.883], [3.971, 4.891, -2.063], [4.611, 1.170, -0.715], [3.260, 2.952, -4.456], [-1.974, 3.332, -0.003], [1.530, -6.431, 0.346], [1.440, 1.119, -2.156], [3.379, -7.498, -0.354], [-0.885, -3.745, -0.595], [1.090, 3.460, 3.729], [-2.370, 2.722, -1.121], [-4.747, -3.846, -0.503], [-2.099, 5.496, -1.090], [2.262, -3.309, 0.204], [4.174, 0.100, 1.964], [4.370, -0.704, 1.062], [3.751, -5.809, -2.363], [2.473, 0.714, -1.313], [-1.880, 0.272, 5.183], [-2.712, -2.606, -0.985], [2.117, 0.687, 1.298], [4.282, 2.305, 2.399], [4.013, 1.696, -2.803], [2.735, -5.768, -1.683], [2.999, 0.829, 6.116], [-3.046, -4.857, -1.279], [1.563, -6.948, 1.346], [2.837, 3.394, 6.660], [5.954, -3.571, 2.275], [-3.474, -0.662, 0.113], [-2.213, 3.597, 3.260], [3.664, -4.657, 1.239], [-2.497, 3.682, 4.644], [2.574, -6.633, -0.624], [1.749, 1.950, -3.304], [-3.930, -2.149, -4.550], [-4.327, -6.853, -1.987], [-0.066, -3.289, -2.337], [-0.086, -4.871, 0.796], [1.722, 3.994, 4.844], [-6.738, -2.958, 0.096], [5.108, -2.997, 1.799], [-3.947, -2.622, -0.434], [-1.884, 1.315, 4.619], [-2.463, 4.733, 5.278], [-4.137, -5.004, -1.081], [6.257, -1.265, 2.125], [-6.803, -5.034, -0.545], [-1.497, 5.172, 1.001], [-2.046, 1.888, -1.674], [-0.747, -0.137, -4.229], [-1.257, 1.351, 3.447], [2.994, -2.626, 0.724], [-4.923, -6.071, -1.427], [3.314, -1.341, 0.430], [-2.689, 4.953, -2.190], [0.623, -5.403, 0.043], [-5.163, 0.097, -1.958], [2.918, 3.952, -0.424], [0.426, 2.931, 0.960], [3.007, 2.313, -3.561], [0.710, -4.693, -1.124], [0.533, -1.116, -0.290], [4.220, 3.086, 1.521], [6.090, 5.109, -0.611], [-7.892, -5.070, -0.255], [6.362, 3.887, 1.476], [2.582, 3.077, 5.541], [-2.977, 3.085, -3.236], [1.680, 2.128, 1.495], [2.376, 1.288, 3.962], [2.915, 0.217, 3.551], [-2.809, 5.518, -3.141], [1.719, 2.314, 3.318], [1.390, 4.996, 5.480], [2.789, 1.727, 5.225], [-1.083, 0.717, 0.515], [-1.779, 4.710, 0.013], [-3.461, 1.467, -2.144], [-2.326, -2.839, -3.813], [1.853, -0.381, 0.008], [-4.224, 0.547, -2.729], [-2.304, 2.426, 6.540], [-6.935, -7.103, -1.452], [3.774, 0.972, -1.645], [-1.485, -0.589, -1.854], [-0.024, 3.987, 3.258], [-1.311, -2.585, 2.021], [3.873, -3.546, 1.378], [-6.284, -6.156, -1.157], [-2.281, -0.526, -5.440], [-1.940, 0.077, -4.481], [5.103, 4.671, -0.119], [-1.086, 2.165, 0.947], [-3.361, -2.289, -3.517], [-3.223, 3.257, -5.876], [-1.955, 1.233, -4.559], [-1.655, 6.534, -1.011], [-6.115, -3.844, -0.260], [-0.384, -3.885, -1.526], [-4.018, -3.014, -2.906], [-4.327, -1.547, 0.086], [2.035, 3.661, -1.001], [0.601, 0.329, -2.342], [-1.430, 2.549, 2.664], [2.992, 3.254, 0.884], [-1.155, 0.437, 2.685], [-2.353, 2.427, 5.361], [5.251, 3.950, 1.090], [1.919, -4.648, -1.868], [-2.759, -0.610, -2.943], [1.953, -4.232, -2.779], [5.079, 2.094, -2.904], [-1.489, -1.227, 0.199], [-4.650, 1.170, -3.688], [5.313, -1.638, 1.613]], "forces_ev_per_angstrom": [[1.3, -3.3, 1.2], [0.7, -1.0, 0.0], [1.7, 0.0, 0.6], [1.7, 0.8, -3.7], [-0.1, -0.1, 3.1], [-2.1, -1.8, -2.8], [-0.2, -0.7, 1.1], [1.2, -0.1, 0.5], [0.7, 0.9, -0.7], [0.1, -2.0, -3.0], [-1.9, 2.2, -1.0], [0.0, 1.4, -2.2], [-2.1, 3.7, 0.6], [-1.6, 3.1, -5.3], [0.3, 0.6, -0.8], [1.6, 1.7, 2.3], [-0.1, 2.0, 0.6], [0.4, -1.1, -2.3], [2.2, 1.9, 3.5], [-2.7, -0.2, 1.7], [-2.5, -0.8, -0.4], [-0.1, 2.2, -1.2], [-1.2, -1.2, 1.1], [-1.6, 0.8, 0.2], [0.2, 1.8, -1.8], [2.2, 2.0, 0.6], [3.4, 0.7, -1.3], [0.0, 3.1, -2.7], [-1.1, -0.6, 0.0], [-0.2, 0.5, -1.3], [-0.3, -0.6, -2.6], [-1.1, 0.4, -0.5], [0.3, 1.8, 0.4], [0.1, 3.5, -2.1], [0.3, 1.7, 0.6], [1.7, -0.9, 2.4], [1.2, -2.6, 2.3], [-4.5, -1.2, 1.3], [1.2, 0.0, 2.0], [-1.2, 0.5, 0.8], [-1.4, 0.1, 2.2], [0.8, -1.7, -1.0], [-0.7, 0.5, 2.5], [1.4, -1.3, -0.4], [1.2, 0.3, 0.0], [2.0, -1.8, -1.1], [-0.2, -3.0, 4.9], [-0.9, -2.8, -2.0], [0.5, 2.7, 0.8], [-1.2, 0.0, -0.7], [-2.5, 0.2, 0.8], [0.2, -0.4, -1.5], [0.7, -2.1, 1.4], [-3.0, 0.2, -1.0], [-1.2, -0.1, -5.2], [0.3, -5.5, -0.8], [1.8, -1.9, -1.3], [-3.2, 0.5, -0.1], [0.0, -0.5, -2.0], [-0.6, -0.1, 3.1], [3.1, 1.6, -2.3], [-3.2, -3.2, 3.3], [-0.2, -0.8, -0.7], [2.2, 0.2, -1.8], [0.2, 2.3, -2.7], [5.2, 2.1, 0.6], [-0.5, 0.0, 1.5], [-2.2, -0.7, 1.3], [1.2, 0.2, -0.4], [-2.6, 0.1, -0.4], [-0.2, 0.6, 3.7], [-0.3, 0.8, 1.2], [-0.6, 0.4, -0.4], [2.7, -1.3, 0.4], [-2.3, 3.3, 0.6], [-0.1, -0.4, 0.9], [-0.4, -2.2, -4.2], [0.9, -2.7, -2.1], [-0.6, -1.9, 2.9], [-0.4, 5.8, 1.9], [-0.6, 1.0, 1.9], [-3.7, -3.2, -1.5], [-2.5, 0.9, 0.8], [-1.6, -2.6, -1.1], [-1.7, 3.5, 2.4], [-0.7, -0.2, -2.6], [1.5, 2.3, 0.8], [3.0, 2.6, 2.9], [-0.7, 0.6, -0.8], [4.4, -1.7, 1.1], [-0.1, -0.7, 1.2], [-0.6, 0.0, -1.0], [-0.5, -1.2, -0.5], [0.8, 1.7, 1.8], [3.4, 0.2, -1.7], [3.2, 0.4, 0.0], [2.1, -3.2, 0.1], [-0.1, -3.4, -2.9], [0.0, 0.0, 0.2], [-0.6, -1.9, -0.3], [-1.2, -1.0, -0.4], [-0.8, 0.3, 0.3], [2.0, -2.0, 0.9], [1.4, 1.6, -0.8], [-3.3, -0.6, 1.0], [0.2, 0.7, 0.1], [0.5, 2.1, 1.4], [-3.3, -0.4, 2.1], [0.6, 0.1, -1.5], [0.6, 1.2, 2.4], [1.1, 2.4, 0.5], [2.3, -0.4, -0.9], [-1.7, -4.3, 2.6], [0.4, -0.2, 0.0], [0.3, 2.4, -2.9], [-1.4, -0.8, -0.2], [0.4, -0.3, -1.5], [1.2, -2.1, 2.1], [1.6, -0.5, 1.2]]}


Taking the records one at a time from the top gives energy relative to the best compared isomer or geometry (same formula, charge and spin) values of 172.63; 509.40 kcal/mol.